Run P
Molecular formula: C17H52N4O9
Method: DFT, the ωB97M-V functional and the def2-TZVPD basis

Summary:
- SMILES: NC(N)=O.NC(N)=O.CC(C)O.CC(C)O.CC(C)O.CC(C)O.CO.CO.CO
- Molecular weight: 456.62 g mol⁻¹
- Gap between HOMO and LUMO: 8.422 eV
- HOMO: -8.19 eV

```
! RIJCOSX wB97M-V def2-TZVPD def2/J DEFGRID3
* xyz 0 1
N -5.4655 1.8275 -2.5952
C -4.7895 0.7126 -2.8775
N -3.7060 0.6196 -2.1117
O -5.0235 -0.1894 -3.8757
H -6.4276 1.8676 -3.0202
H -5.2937 2.2594 -1.7003
H -3.1773 -0.2829 -2.2104
H -3.4451 1.3082 -1.3042
N -3.9337 3.8039 -3.2846
C -2.5765 3.8433 -3.3452
N -1.9821 2.7206 -3.1397
O -1.8813 4.9974 -3.6822
H -4.4223 4.5985 -3.4850
H -4.5006 2.9183 -3.1121
H -0.9754 2.8251 -3.2880
H -2.4565 1.8570 -2.8661
C 0.3670 -0.0767 -2.9795
C 0.3737 0.0099 -1.5002
C 1.5195 -0.9939 -1.0112
O 0.6831 1.1592 -1.0586
H -0.5488 0.3647 -3.3582
H 0.3507 -1.1308 -3.2277
H 1.1823 0.4774 -3.4220
H -0.6187 -0.4140 -1.1451
H 2.4706 -0.8417 -1.5903
H 1.1915 -2.0512 -1.1311
H 1.5855 -0.9112 0.0655
H 0.9459 1.0799 -0.1133
C 4.1054 -4.8783 2.7384
C 3.6463 -3.6313 1.9575
C 3.7729 -3.8607 0.3995
O 2.4038 -3.3291 2.1161
H 3.7395 -4.6718 3.7648
H 5.1377 -4.8862 2.9426
H 3.7836 -5.7918 2.2270
H 4.2573 -2.7469 2.2752
H 4.8688 -3.9742 0.2301
H 3.2852 -3.0878 -0.2115
H 3.3568 -4.8240 0.0688
H 2.1948 -3.0087 3.0187
C -1.1763 -0.5344 1.8902
C -0.7770 -1.9795 1.7020
C -0.8859 -2.6791 3.0250
O -1.4268 -2.5971 0.8852
H -1.0766 -0.0222 0.8694
H -0.4831 -0.1001 2.5056
H -2.1268 -0.3000 2.3553
H 0.3172 -2.0177 1.4214
H -0.8848 -3.7013 3.1070
H -1.7342 -2.3690 3.5677
H -0.0639 -2.3077 3.6556
H -0.8655 -3.3597 0.7493
C 2.5378 1.9765 3.7325
C 2.7604 1.3218 2.4044
C 2.9480 -0.2324 2.6455
O 1.8892 1.6672 1.5932
H 3.1524 1.5399 4.5145
H 1.4677 1.8040 4.0744
H 2.9550 3.0128 3.8122
H 3.7318 1.6848 1.9828
H 3.9572 -0.3349 3.1979
H 2.9830 -0.8649 1.7118
H 2.1802 -0.6018 3.3336
H 2.2367 2.4563 1.1786
C -1.1457 2.5120 3.1211
O -0.5968 2.6143 1.8604
H -0.4005 2.4334 3.8893
H -1.8175 1.7454 3.3173
H -1.5808 3.4547 3.3840
H 0.2355 2.1629 1.7706
C -2.4612 -2.2644 -3.1824
O -2.4013 -1.7328 -1.8758
H -1.9604 -1.6958 -3.9895
H -3.5736 -2.4009 -3.4381
H -2.1598 -3.3153 -3.1030
H -3.1425 -2.1291 -1.3620
C 0.9238 4.2740 -2.6173
O 0.9113 2.9240 -3.1073
H 1.8249 4.7331 -2.1778
H 0.1110 4.2394 -1.7780
H 0.6304 4.9172 -3.4536
H 0.9894 2.3991 -2.3305
*
```

---

Run Q
Molecular formula: C17H52N4O9
Method: DFT, the ωB97M-V functional and the def2-TZVPD basis

Summary:
- SMILES: NC(N)=O.NC(N)=O.CC(C)O.CC(C)O.CC(C)O.CC(C)O.CO.CO.CO
- Molecular weight: 456.62 g mol⁻¹
- Gap between HOMO and LUMO: 8.455 eV
- HOMO: -8.71 eV

```
! RIJCOSX wB97M-V def2-TZVPD def2/J DEFGRID3
* xyz 0 1
N 19.0190 -7.1520 10.1550
C 19.2750 -6.7010 8.9460
N 18.6490 -7.4740 8.1070
O 20.1220 -5.6890 8.6010
H 19.4630 -6.5570 10.9220
H 18.5000 -7.9290 10.5690
H 18.8990 -7.1980 7.1560
H 18.2150 -8.4490 8.2910
N 25.1480 -5.8340 6.2690
C 24.9710 -6.3430 7.4310
N 23.7780 -6.6150 7.6970
O 26.0680 -6.4650 8.2540
H 26.1550 -5.9620 6.0560
H 24.4310 -5.7590 5.5050
H 23.6640 -7.0420 8.6590
H 22.9490 -6.5980 7.0810
C 24.4870 -9.6920 9.4710
C 23.6800 -8.8840 10.4490
C 24.4980 -8.5600 11.6810
O 23.4160 -7.7490 10.0510
H 24.8060 -10.6330 9.9020
H 25.3520 -9.2380 9.0330
H 23.8360 -9.8440 8.6430
H 22.7730 -9.4450 10.5400
H 24.6620 -9.4400 12.3210
H 24.0610 -7.8490 12.3330
H 25.5590 -8.1310 11.3890
H 22.8360 -7.2740 10.6970
C 20.3680 -10.3300 4.1680
C 20.9830 -11.3720 5.0620
C 20.7680 -12.8730 4.6940
O 22.2050 -11.2680 5.2510
H 20.9530 -10.2140 3.2630
H 20.1950 -9.3570 4.7110
H 19.3550 -10.5350 3.8470
H 20.5360 -11.0920 6.0210
H 19.8050 -13.0570 5.0260
H 21.3880 -13.4740 5.3740
H 20.9530 -13.0950 3.6460
H 22.4170 -10.3840 5.5880
C 22.9330 -13.6050 10.1400
C 21.8040 -12.5860 9.9470
C 21.6590 -12.1650 8.4990
O 20.6580 -13.0210 10.2950
H 22.7960 -14.3630 9.4840
H 23.0580 -14.0590 11.1170
H 23.9210 -13.1880 10.0650
H 21.9150 -11.6950 10.5700
H 20.9910 -11.2760 8.3970
H 21.3010 -12.9950 7.8330
H 22.6810 -12.0100 8.1060
H 20.0350 -12.3350 10.1760
C 23.5640 -5.6740 1.6710
C 23.1200 -5.4520 3.0830
C 22.6870 -6.7420 3.7530
O 24.0070 -5.0390 3.8000
H 23.6300 -6.7850 1.4790
H 24.5340 -5.2110 1.5060
H 22.7060 -5.3070 1.2040
H 22.2310 -4.8600 3.1530
H 23.4690 -7.3890 4.0480
H 22.0730 -7.3020 3.0890
H 22.1910 -6.6680 4.7520
H 24.1600 -4.0630 3.6560
C 26.1190 -8.7200 5.8450
O 26.5980 -9.1750 4.5600
H 25.0530 -8.5010 5.7560
H 26.6940 -7.8610 6.2920
H 26.1670 -9.5730 6.6330
H 26.4860 -8.4320 3.9650
C 18.4610 -7.2100 4.9450
O 19.6690 -6.7220 5.4180
H 18.1610 -8.0160 5.6080
H 18.6400 -7.5940 3.9490
H 17.6550 -6.4670 4.9600
H 19.7520 -5.7490 5.2570
C 21.5620 -8.6150 7.3800
O 22.6560 -8.9000 6.5530
H 20.7240 -9.0850 6.8490
H 21.4940 -7.5090 7.4640
H 21.6440 -9.0970 8.3830
H 23.3640 -8.4140 6.8640
*
```

---

Bottom line: run P, by a margin of 33.1 kcal/mol.